i.
Formula: C6H24O6
Source: the OMol25 dataset
Level of theory: the ωB97M-V functional and the def2-TZVPD basis

Geometry (Å):
C 2.096 -6.134 -2.850
C 7.215 4.818 0.619
H 0.749 2.029 0.792
H -5.096 5.353 4.737
H -4.622 -3.156 0.296
H -1.002 -1.516 -4.585
O -1.196 -0.760 -5.145
C -0.938 -1.191 -6.483
H -4.601 -3.037 3.188
H -1.230 -0.395 -7.168
H -4.278 6.309 5.974
H -4.680 -4.609 2.462
H 1.009 0.226 0.570
C -4.196 5.421 5.347
O -0.089 0.795 2.206
O -3.031 5.430 4.549
H 7.371 4.135 1.454
H 7.203 3.964 -1.113
H 2.852 -5.585 -3.411
H -1.601 -2.014 -6.751
O -4.134 -3.060 1.117
H -0.557 0.021 1.884
H 0.792 -5.793 -1.547
H 1.893 1.085 1.753
C -4.848 -3.551 2.259
O 1.272 -5.211 -2.140
H -4.113 4.539 5.982
O 7.859 4.249 -0.471
H 2.620 -6.891 -2.266
H -3.038 4.537 4.196
H 0.058 -1.632 -6.498
H 1.497 -6.752 -3.518
C 0.919 1.062 1.264
H -5.922 -3.422 2.121
H 6.157 4.918 0.375
H 7.608 5.819 0.800

The value obtained for the LUMO energy is 0.4 eV. As for the total charge: 0. The orbital gap comes out at 10.603 eV. Its structure (SMILES) is CO.CO.CO.CO.CO.CO.


ii.
Formula: C6H24O6
Source: the OMol25 dataset
Level of theory: the ωB97M-V functional and the def2-TZVPD basis

Geometry (Å):
C 2.039 4.004 0.855
H 2.142 0.296 2.218
H 0.726 -0.015 -0.620
H -3.909 -4.169 -1.489
H 1.873 3.361 -1.226
H -0.711 -3.953 -1.499
C 2.275 2.978 -0.288
C -3.576 -4.268 -0.456
H 0.074 0.149 -4.381
H -3.789 -3.381 0.141
O -1.659 1.792 0.209
H 3.084 5.806 0.271
H 4.111 4.596 1.061
H 1.811 2.035 0.000
H -1.568 1.905 -0.737
C -1.760 -4.570 1.102
H 0.986 0.817 3.046
O -1.503 -3.584 -1.100
H 3.349 2.834 -0.407
H -1.919 -3.585 1.540
O 0.097 -0.746 -4.043
C 3.125 5.062 1.067
H 3.015 5.579 2.021
O 1.258 0.656 2.142
H -0.336 -1.085 -0.762
H -0.787 1.526 0.504
C -2.131 -4.616 -0.332
H 1.828 3.432 1.758
O 0.073 -0.358 -1.231
H -0.739 -4.858 1.353
H -4.268 -4.970 0.010
H -1.912 -5.525 -0.893
H 0.194 4.142 1.136
H 0.198 -0.643 -3.097
O 0.770 4.577 0.503
H -2.461 -5.221 1.624

The value obtained for the LUMO energy is 0.0 eV. As for the total charge: 0. The orbital gap comes out at 10.097 eV. Its structure (SMILES) is CC(C)O.CC(C)O.O.O.O.O.


It is ii that is most stable; the runner-up trails by 324.9 kJ/mol.


i.
Formula: C6H24O6
Source: the OMol25 dataset
Level of theory: the ωB97M-V functional and the def2-TZVPD basis

Geometry (Å):
H -1.157 1.068 0.433
H 2.642 0.940 1.670
H -4.410 -3.146 0.708
C 2.377 0.821 3.548
H 1.563 0.484 4.191
O 3.660 2.177 0.426
H -1.356 -1.319 0.082
H 4.447 2.720 0.511
C -3.550 0.246 -1.668
H -0.265 -0.096 1.449
H 2.368 3.525 -0.116
H -2.061 -3.022 1.166
O 2.380 0.248 2.281
H 2.305 1.908 3.565
H -3.987 -2.926 -0.919
C -0.384 0.300 0.440
H -2.764 -0.396 -2.066
O -2.494 -2.546 0.454
H 0.592 0.696 0.158
H -4.133 0.220 -2.588
H -3.350 1.267 -1.342
O -4.258 -0.382 -0.564
C 2.191 -0.375 -2.232
H 2.127 1.967 -0.905
C -3.569 -3.270 0.027
H 3.010 0.198 -2.666
H -3.531 -0.433 0.060
H -3.335 -4.334 0.022
H 3.280 0.502 4.069
H 3.538 2.818 -1.473
H 2.368 -0.254 -1.163
O 0.878 0.111 -2.444
O -0.678 -0.785 -0.338
H 2.341 -1.433 -2.451
H 0.336 -0.201 -1.715
C 2.879 2.700 -0.612

The value obtained for the LUMO energy is 0.5 eV. As for the total charge: 0. The orbital gap comes out at 10.311 eV. Its structure (SMILES) is CO.CO.CO.CO.CO.CO.


ii.
Formula: C6H24O6
Source: the OMol25 dataset
Level of theory: the ωB97M-V functional and the def2-TZVPD basis

Geometry (Å):
O 0.945 0.198 0.016
O 3.617 -0.103 -0.566
H 1.846 0.253 -0.375
H 4.138 -0.890 -0.521
O -1.796 -0.312 -0.512
H -0.957 -0.979 -3.526
H -0.794 -0.302 -0.400
H 0.767 2.304 0.111
C 0.753 1.452 0.735
H -2.277 1.625 0.179
H 2.431 0.372 -2.178
C -3.282 2.240 1.732
H -4.165 1.565 1.486
H 0.466 -0.235 -2.747
O 0.702 -2.102 -3.655
H 1.186 -0.579 3.615
H -1.774 -0.852 1.457
H -0.085 -1.521 3.958
O 0.471 -1.700 2.006
C 0.100 -0.840 -3.583
H -3.438 -1.071 0.516
H -2.561 1.632 2.300
C -2.315 -1.153 0.529
H -3.508 3.174 2.283
H 0.917 -2.318 -2.754
H 4.245 0.425 -2.358
H -0.142 1.381 1.344
H 0.252 -0.201 -4.411
H 0.742 -1.130 1.287
H 1.661 1.355 1.388
H 3.327 -0.958 -2.404
C 0.287 -0.895 3.125
H -0.401 -0.092 3.003
C 3.413 0.023 -1.924
O -2.726 2.421 0.445
H -2.046 -2.185 0.399

The value obtained for the LUMO energy is 0.3 eV. As for the total charge: 0. The orbital gap comes out at 10.067 eV. Its structure (SMILES) is CO.CO.CO.CO.CO.CO.


iii.
Formula: C6H24O6
Source: the OMol25 dataset
Level of theory: the ωB97M-V functional and the def2-TZVPD basis

Geometry (Å):
O -1.143 2.451 2.324
H -3.735 -1.934 -0.635
H 3.253 -1.228 2.176
H -3.721 -0.162 -0.594
H 2.572 -1.654 -1.923
O 1.648 -1.769 3.376
C -1.152 3.179 1.121
C 2.796 -0.940 3.121
O -0.137 -0.171 1.939
H 0.463 -0.604 -0.039
C -0.424 -0.564 0.610
H -0.312 1.555 -1.684
H 3.526 -1.024 3.925
H 1.810 -2.304 4.155
H 2.768 -3.339 -1.417
H -0.766 1.580 2.144
H -4.591 -1.011 -1.881
C -3.692 -1.037 -1.251
C -1.245 2.267 -3.267
H -1.045 3.311 -3.012
H 0.312 -0.902 2.381
H 2.471 0.098 3.061
C 2.940 -2.304 -1.120
H -2.212 -0.180 -2.189
H -0.549 1.973 -4.059
H -2.258 2.178 -3.646
H -1.737 2.688 0.328
O -1.147 1.402 -2.136
H 4.849 -2.412 -1.545
H 2.392 -2.064 -0.214
H -1.149 0.122 0.179
H -1.617 4.143 1.319
O -2.499 -1.084 -2.014
O 4.315 -2.045 -0.836
H -0.844 -1.575 0.568
H -0.139 3.362 0.733

The value obtained for the LUMO energy is 0.6 eV. As for the total charge: 0. The orbital gap comes out at 10.228 eV. Its structure (SMILES) is CO.CO.CO.CO.CO.CO.


iv.
Formula: C6H24O6
Source: the OMol25 dataset
Level of theory: the ωB97M-V functional and the def2-TZVPD basis

Geometry (Å):
C 2.457 2.935 -2.675
H 2.953 2.950 -3.623
H 1.374 0.081 1.916
H 1.596 1.196 -3.057
H -0.028 0.167 -4.362
O -2.192 -2.366 3.095
H -3.170 2.400 0.674
H -1.855 -1.169 1.586
H -3.889 1.662 -0.726
O 1.374 2.062 -2.627
H -2.343 -2.261 4.019
H -1.133 2.215 -0.345
H -0.128 -0.766 -2.380
H 1.047 -3.298 3.152
H 0.932 1.112 -0.077
H 2.651 -3.495 2.387
H 1.233 -4.261 1.624
O -1.877 1.858 -0.838
C 1.558 -3.406 2.211
H 0.494 -2.172 1.089
C -2.426 -1.120 2.507
H 1.315 -1.803 -2.831
H 1.995 1.712 2.203
H 2.088 3.983 -2.467
O 0.523 1.548 0.673
H -0.301 -1.995 -3.590
C 0.438 -1.265 -3.214
H 3.225 2.695 -1.920
H -3.022 0.659 0.504
H -2.162 -0.276 3.126
O 1.443 -2.277 1.337
C -3.007 1.604 -0.060
H -3.487 -0.996 2.191
O 0.818 -0.320 -4.165
H 0.400 1.261 2.735
C 1.104 1.144 1.928

The value obtained for the LUMO energy is 0.6 eV. As for the total charge: 0. The orbital gap comes out at 10.368 eV. Its structure (SMILES) is CO.CO.CO.CO.CO.CO.


It is iii that is most stable; the runner-up trails by 57.7 kJ/mol.


i.
Formula: C5H15NO
Source: the OMol25 dataset
Level of theory: the ωB97M-V functional and the def2-TZVPD basis

Geometry (Å):
H 0.526 -2.863 -1.183
N 1.112 1.203 -0.022
H 0.711 2.032 2.026
H -1.054 -2.002 -1.103
H -1.315 -1.060 5.139
H 1.094 -0.819 0.569
C -0.081 -2.052 -1.590
H -0.321 0.099 -3.480
H -0.461 -0.220 0.225
O -2.067 -0.643 4.717
H -1.247 0.288 -1.972
H -0.401 2.387 0.779
C 0.579 -0.102 -0.094
H 1.048 3.182 0.716
C -0.241 0.295 -2.403
H -0.114 -2.399 -2.629
H 1.648 -0.657 -1.752
H 0.083 1.342 -2.354
H 2.081 1.417 -0.200
H -2.811 -0.936 5.244
C 0.667 2.181 0.937
C 0.566 -0.671 -1.571

The value obtained for the LUMO energy is 0.9 eV. As for the total charge: 0. The orbital gap comes out at 9.078 eV. Its structure (SMILES) is CNCC(C)C.O.


ii.
Formula: C5H15NO
Source: the OMol25 dataset
Level of theory: the ωB97M-V functional and the def2-TZVPD basis

Geometry (Å):
H 1.196 1.534 -2.285
C 1.015 -0.531 -1.559
H -0.963 -0.406 1.431
C 0.166 -0.567 1.138
H 0.467 0.494 1.171
O -3.450 5.228 0.380
H 1.306 1.255 -0.410
H 1.779 -1.069 2.420
H -3.846 4.608 -0.257
C -0.404 -2.178 -0.601
H -1.186 -1.681 -1.209
H 0.251 -0.562 -2.296
N 0.394 -0.996 -0.228
C 0.783 -1.517 2.151
H -0.852 -2.677 0.327
H 0.950 -2.535 1.865
C 1.605 0.927 -1.464
H -4.093 5.276 1.094
H 2.698 0.864 -1.475
H 0.087 -2.747 -1.407
H 0.262 -1.552 3.151
H 1.836 -1.164 -1.938

The value obtained for the LUMO energy is 0.9 eV. As for the total charge: 0. The orbital gap comes out at 8.485 eV. Its structure (SMILES) is CCN(C)CC.O.


iii.
Formula: C5H15NO
Source: the OMol25 dataset
Level of theory: the ωB97M-V functional and the def2-TZVPD basis

Geometry (Å):
C -0.919 0.307 -0.236
H -0.493 2.986 -1.212
H 1.054 -1.219 1.123
C 0.375 2.247 -1.422
H -1.971 0.718 -0.181
H -0.099 -3.811 -1.556
H -0.411 0.685 3.109
H -0.910 0.826 -2.281
O 0.608 -3.589 -0.924
H -1.108 -0.822 2.241
H -1.887 0.623 2.232
H 0.874 2.562 -2.239
C 1.143 -0.014 1.089
H 0.857 -2.663 -1.170
C -0.922 0.251 2.150
N -0.164 0.649 0.993
H 0.500 0.130 -1.687
H -1.151 -0.792 -0.330
H 1.696 0.286 0.279
C -0.218 0.892 -1.474
H 1.090 2.158 -0.532
H 1.494 0.408 2.004

The value obtained for the LUMO energy is 0.8 eV. As for the total charge: 0. The orbital gap comes out at 9.547 eV. Its structure (SMILES) is CCCN(C)C.O.


iv.
Formula: C5H15NO
Source: the OMol25 dataset
Level of theory: the ωB97M-V functional and the def2-TZVPD basis

Geometry (Å):
H 0.667 -1.215 0.609
H -2.621 0.614 1.312
H 0.875 0.027 -3.271
H 0.495 -1.033 2.360
H -1.288 -0.116 -0.785
C 0.006 -0.871 1.403
H -0.891 -1.478 1.290
H -0.516 0.876 -2.857
O 2.442 -3.123 0.098
H 1.465 1.048 -0.831
H 1.578 -3.553 0.197
C -0.337 0.594 1.066
H -1.669 0.711 2.775
H -1.066 1.572 -0.751
H 1.061 1.757 -2.929
H 2.215 -2.247 -0.239
C 0.549 0.851 -2.619
H -1.750 2.091 1.611
C -1.693 1.005 1.730
H 0.356 1.333 1.455
N 0.694 0.522 -1.184
C -0.572 0.633 -0.442

The value obtained for the LUMO energy is 1.0 eV. As for the total charge: 0. The orbital gap comes out at 9.745 eV. Its structure (SMILES) is CNCC(C)C.O.


It is iv that is most stable; the runner-up trails by 24.5 kJ/mol.


i.
Formula: C5H15NO
Source: the OMol25 dataset
Level of theory: the ωB97M-V functional and the def2-TZVPD basis

Geometry (Å):
N -0.037 -0.934 -0.803
C 1.898 -2.414 -0.845
H 2.987 -0.558 0.566
H 0.193 -0.721 -1.785
H 1.284 -3.228 -1.253
H -0.326 0.297 -0.406
C -1.917 1.748 0.100
H 2.717 -2.832 -0.232
H -1.854 2.309 2.248
C 1.133 -1.340 -0.059
H -2.505 0.702 1.857
H -3.486 2.148 1.510
H -1.913 2.808 -0.225
H -0.897 -1.474 -0.733
H 1.670 0.539 0.940
H -2.611 1.191 -0.588
C -2.469 1.752 1.520
H 2.381 -1.881 -1.695
H 2.280 0.399 -0.753
O -0.583 1.363 -0.007
C 2.067 -0.134 0.173
H 0.733 -1.741 0.896

The value obtained for the LUMO energy is 0.8 eV. As for the total charge: 0. The orbital gap comes out at 9.119 eV.


ii.
Formula: C5H15NO
Source: the OMol25 dataset
Level of theory: the ωB97M-V functional and the def2-TZVPD basis

Geometry (Å):
H 1.174 -1.964 -2.631
C -0.157 1.193 1.158
O 0.289 -2.262 -2.844
C -1.424 -0.774 1.970
H -1.947 -1.715 1.802
C 0.732 1.959 0.151
H 0.505 -0.856 0.988
H -1.271 0.422 -0.782
H -0.303 -1.793 -2.230
H 2.643 0.934 0.415
H -0.916 -0.876 2.946
H 2.362 1.501 -1.254
H 0.093 2.282 -0.665
H -1.901 -0.887 -0.315
H -2.132 -0.003 2.201
C -0.423 -0.287 0.936
H 0.127 1.320 2.208
H 1.532 0.111 -0.698
C 1.892 1.083 -0.365
H 1.234 2.786 0.655
N -0.967 -0.507 -0.477
H -1.119 1.718 1.133

The value obtained for the LUMO energy is 0.9 eV. As for the total charge: 0. The orbital gap comes out at 11.079 eV. Its structure (SMILES) is CCC[C@@H](C)N.O.


iii.
Formula: C5H15NO
Source: the OMol25 dataset
Level of theory: the ωB97M-V functional and the def2-TZVPD basis

Geometry (Å):
C -1.100 1.288 1.088
H -0.018 1.443 1.042
H -1.984 -1.446 1.913
H 0.409 -2.104 2.345
H -1.368 1.289 2.155
H -1.159 -1.963 0.469
H 0.608 -0.995 -0.817
H 4.366 0.467 -1.548
H 0.742 0.725 -1.187
C -1.193 -1.164 1.218
H -1.726 0.943 -1.323
H -1.683 2.104 0.658
C 0.160 -0.167 -1.367
H 0.203 -0.497 -2.395
O 3.779 0.893 -2.185
H 0.941 -0.697 1.380
C -1.302 0.002 -0.948
H -0.013 -0.524 2.898
H -1.891 -0.814 -1.363
H 3.224 1.432 -1.609
N -1.586 0.052 0.488
C 0.128 -1.110 1.985

The value obtained for the LUMO energy is 0.7 eV. As for the total charge: 0. The orbital gap comes out at 8.941 eV. Its structure (SMILES) is CCN(C)CC.O.


It is ii that is most stable; the runner-up trails by 48.4 kJ/mol.


i.
Formula: C5H15NO
Source: the OMol25 dataset
Level of theory: the ωB97M-V functional and the def2-TZVPD basis

Geometry (Å):
H -2.715 1.788 -0.791
H -0.559 1.776 -1.135
O 3.276 -2.352 1.075
H 1.238 1.234 0.765
H 1.522 0.129 -1.299
H -2.608 0.441 0.465
H 0.791 -1.309 -1.997
H -0.105 0.938 1.824
H -2.354 2.061 0.905
C 0.588 -0.275 -1.720
H 0.131 2.539 1.232
H 0.432 -1.190 0.804
C 0.190 1.495 0.932
H 2.662 -1.726 0.702
N -0.538 -0.236 -0.801
H -0.444 -2.251 -0.389
H -1.312 -1.332 0.845
H 2.826 -3.189 1.227
H 0.327 0.252 -2.636
C -0.692 1.158 -0.251
C -0.457 -1.321 0.178
C -2.200 1.370 0.066

The value obtained for the LUMO energy is 0.8 eV. As for the total charge: 0. The orbital gap comes out at 9.343 eV. Its structure (SMILES) is CC(C)N(C)C.O.


ii.
Formula: C5H15NO
Source: the OMol25 dataset
Level of theory: the ωB97M-V functional and the def2-TZVPD basis

Geometry (Å):
C 1.995 -0.128 -0.277
H -1.984 2.087 2.265
H 2.466 2.160 -1.273
C -0.144 1.039 -0.458
C -1.568 1.289 1.634
H -0.346 1.358 -1.498
H -1.932 2.313 -0.228
H -0.475 2.837 0.689
H 1.369 3.161 -0.272
H 1.667 -1.008 0.278
H -0.875 0.684 2.212
C -1.083 1.995 0.368
H 2.028 -0.349 -1.352
H -0.504 0.011 -0.350
H -2.433 0.656 1.415
C 1.954 2.250 -0.302
N 1.202 1.032 0.038
H 3.029 0.037 0.026
H 2.742 2.323 0.451
H -2.610 -6.763 -0.508
H -2.279 -5.580 -1.415
O -1.895 -6.171 -0.787

The value obtained for the LUMO energy is 1.0 eV. As for the total charge: 0. The orbital gap comes out at 9.259 eV. Its structure (SMILES) is CCCN(C)C.O.


It is i that is most stable; the runner-up trails by 13.9 kJ/mol.